C4H6N2O in the gas phase, computed with wB97M-V/def2-TZVPD.

Output
HOMO level, eV: -7.719
Charge: 0
Calculated total energy, eV: -9270.64084
Orbital gap, eV: 8.009

Structure (XYZ):
```
13
Properties=species:S:1:pos:R:3:mulliken_charge:R:1
C 1.39726 1.19995 0.04985 -1.0112
C 0.99672 -1.23388 -0.30674 -0.6705
C -0.14707 -1.97552 -0.18244 -0.3277
N -1.27482 -1.15171 0.01976 -0.0522
C -0.85238 0.10229 0.03287 0.3684
O -1.72112 1.10944 0.24578 -0.4919
N 0.47358 0.09561 -0.14562 0.2820
H 1.08438 1.85861 0.86865 0.3830
H 1.55282 1.78824 -0.85862 0.2937
H 2.34176 0.71598 0.31391 0.3436
H -0.28171 -3.04690 -0.18001 0.3561
H -2.23946 -1.41113 0.16540 0.1868
H -1.32998 1.94903 -0.02280 0.3401
```